Record 1
ORCA calculation (ωB97M-V with the def2-TZVPD basis set) on the ion C7H13N2S with charge +1 in a non-equilibrium geometry.

Each line ends with the Löwdin charge.
Geometry (Å):
C -1.3608 -1.3713 -1.0450  0.03
C -0.1833 -1.0148 -0.0248  -0.29
C 0.7512 -2.0586 0.6152  -0.02
N 0.6653 0.1378 -0.5400  0.05
C 0.9753 0.8843 -1.5669  -0.12
N 0.7846 2.1871 -1.4784  -0.22
S -0.2819 2.8462 -0.2822  1.00
C -1.2506 1.3989 0.2106  -0.31
C -0.1599 0.3467 0.6141  -0.42
C 0.5278 0.5371 2.0284  -0.01
H -1.3017 -2.5510 -0.8731  0.14
H -1.1985 -1.0944 -2.0569  0.07
H -2.2517 -1.0073 -0.6127  0.06
H 1.4796 -2.4891 -0.2133  0.14
H 0.4078 -2.9831 1.0089  0.07
H 1.4112 -1.6530 1.4363  0.08
H 1.3621 0.4763 -2.4382  0.14
H 1.1233 2.8778 -2.1697  0.14
H -1.7699 1.0476 -0.7111  0.10
H -1.7943 1.8317 0.9387  0.04
H 0.0720 -0.3140 2.7148  0.13
H 0.3511 1.5391 2.5300  0.09
H 1.6410 0.4261 1.9153  0.10

Cartesian forces, eV/Å:
2.6 -3.9 3.4
0.6 0.4 -1.5
2.7 -0.2 -1.6
0.4 -0.7 0.4
-1.0 0.8 2.0
-0.3 0.6 -0.3
0.4 1.0 0.1
3.4 -1.9 -3.7
-0.7 1.6 1.3
-0.7 -0.9 0.4
-0.8 2.4 -1.1
0.2 0.2 -0.7
-1.2 0.2 0.1
-1.3 1.2 1.4
-1.5 -0.5 0.4
-0.8 -0.1 -1.2
0.8 -0.8 -1.5
-0.3 -1.0 0.4
-0.2 0.3 1.1
-2.3 0.8 2.6
1.2 1.9 -1.2
-0.1 -1.1 -0.9
-1.2 -0.1 0.3

Charge = +1
SMILES = CC1(C)N2C=[NH+]SC[C@]21C
Highest occupied orbital energy = -12.985 eV
LUMO level = -3.41 eV
Energy relative to the best compared isomer or geometry (same formula, charge and spin) = 3.470 eV

=====

Record 2
ORCA calculation (ωB97M-V with the def2-TZVPD basis set) on the molecule C4H8O2.

Each line ends with the Löwdin charge.
Geometry (Å):
C -2.1321 -0.4014 -0.3263  -0.07
C -1.2600 0.5913 0.4193  -0.25
C 0.9427 1.1563 0.7519  -0.11
O 0.1050 0.4759 -0.0357  -0.13
O 2.1662 0.7105 0.5679  -0.11
C 2.4660 -0.4220 -0.2687  -0.06
H -3.0974 -0.4762 0.1856  0.08
H -2.3265 -0.1219 -1.3665  0.08
H -1.6727 -1.3946 -0.3144  0.08
H -1.6085 1.6239 0.3071  0.12
H -1.2493 0.3500 1.4851  0.11
H 3.4339 -0.7884 0.0759  0.09
H 1.7073 -1.2008 -0.1706  0.09
H 2.5254 -0.1027 -1.3107  0.09

Cartesian forces, eV/Å:
0.0 0.0 0.0
-0.4 0.0 0.1
0.2 -0.4 -0.3
0.1 0.1 0.4
-0.2 0.3 0.1
0.0 -0.2 -0.2
0.1 0.0 -0.1
0.2 0.0 0.2
-0.1 0.1 0.0
0.1 -0.2 -0.1
-0.1 0.1 -0.1
-0.1 0.1 -0.1
0.1 0.1 0.0
0.0 -0.1 0.1

Charge = 0
Highest occupied orbital energy = -8.954 eV
LUMO level = 0.97 eV
Energy relative to the best compared isomer or geometry (same formula, charge and spin) = 2.956 eV

=====

Record 3
ORCA calculation (ωB97M-V with the def2-TZVPD basis set) on the molecule C18H21Cl2NO4Si in a non-equilibrium geometry.

Each line ends with the Löwdin charge.
Geometry (Å):
C 4.1402 -3.1249 0.1021  0.00
C 2.8374 -2.3482 0.3985  -0.21
O 1.8182 -2.6173 -0.6644  -0.01
C 0.5319 -2.1368 -0.3895  -0.25
C -0.0077 -1.9115 0.8720  -0.01
C -1.3508 -1.6324 0.8888  -0.02
C -2.2061 -1.6312 -0.1981  -0.22
O -3.5929 -1.2939 -0.1249  0.03
C -3.9572 -0.2483 0.6999  -0.34
N -3.0991 0.7859 0.8384  0.15
C -3.3625 1.8471 1.6024  -0.12
C -4.6004 1.9814 2.2504  -0.57
Cl -4.8965 3.4148 3.3290  0.60
C -5.4706 1.0003 2.0040  -0.13
C -5.1882 -0.1778 1.3211  -0.49
Cl -6.4895 -1.3732 0.9780  0.65
C -1.6215 -1.9854 -1.3978  -0.02
C -0.3263 -2.2786 -1.4818  -0.03
C 3.0427 -0.8490 0.5234  -0.45
O 4.1086 -0.3453 0.3606  0.14
O 1.8916 -0.1603 0.8062  -0.09
C 2.0119 1.2314 0.7350  -0.23
Si 1.6400 1.9082 -0.9485  0.56
C 2.5035 3.5302 -1.3497  -0.17
C 1.9403 0.5472 -2.2168  -0.13
C -0.2001 2.3808 -1.0335  -0.17
H 3.7839 -4.1021 0.1556  0.06
H 4.8291 -2.9180 0.9297  0.10
H 4.6533 -2.8412 -0.8224  0.10
H 2.3925 -2.7127 1.3320  0.14
H 0.5717 -2.1253 1.7545  0.12
H -1.8463 -1.5684 1.8768  0.14
H -2.5634 2.5449 1.7117  0.10
H -6.4193 1.1159 2.4235  0.10
H -2.3056 -2.1114 -2.2419  0.13
H 0.0852 -2.5454 -2.4264  0.12
H 3.0320 1.3932 1.1355  0.10
H 1.2288 1.7580 1.3863  0.12
H 2.6412 3.3470 -2.4243  0.02
H 3.5245 3.5171 -0.9835  0.02
H 2.0077 4.5085 -1.3019  0.04
H 1.0791 -0.0710 -2.3154  0.01
H 2.8300 -0.0107 -1.9183  0.03
H 2.2030 0.9097 -3.1828  0.02
H -0.3237 3.1468 -0.2948  0.01
H -0.8545 1.5327 -0.7472  0.02
H -0.6456 2.7191 -1.9515  0.03

Cartesian forces, eV/Å:
-0.7 2.3 0.6
-1.1 -0.1 -0.9
0.8 1.1 1.6
0.3 -2.1 -0.6
0.2 -0.7 -1.4
-2.1 -0.1 2.4
0.5 0.8 0.2
0.7 0.2 0.8
1.4 0.7 -0.4
-0.3 -0.5 0.3
-0.5 -1.1 -0.1
2.5 2.0 0.2
0.1 -1.6 -1.2
-1.6 -1.4 0.4
-0.9 -0.3 -1.1
1.2 1.0 0.5
-3.9 0.3 -0.6
2.4 0.4 0.2
-1.1 -0.1 0.0
0.8 0.7 0.0
0.6 -1.9 -0.2
0.3 1.8 1.7
-1.4 0.8 -1.7
0.5 -0.7 -0.9
1.2 0.6 0.9
0.0 -1.6 0.6
0.1 -2.0 -0.3
-0.1 -0.2 -0.1
-0.5 -0.2 0.1
0.3 -0.1 0.0
-0.2 0.5 0.2
0.4 0.3 -0.5
0.3 0.6 0.0
-1.6 -0.1 0.6
0.4 0.2 0.0
0.4 -0.3 -0.5
-0.6 1.0 -0.3
1.1 -1.2 -0.3
0.0 0.3 -0.1
0.2 0.5 0.3
0.1 -0.5 0.5
-0.6 -0.7 0.1
-0.2 -0.4 0.0
0.0 0.6 -0.9
-0.3 0.6 0.5
0.3 0.2 0.2
0.3 0.4 -0.7

Charge = 0
SMILES = C[C@H](Oc1ccc(Oc2ncc(Cl)cc2Cl)cc1)C(=O)OC[Si](C)(C)C
Highest occupied orbital energy = -8.317 eV
LUMO level = 0.39 eV

=====

Record 4
ORCA calculation (ωB97M-V with the def2-TZVPD basis set) on a structure of composition C14H26IOP2Sn in a non-equilibrium geometry.

Each line ends with the Löwdin charge.
Geometry (Å):
C -3.1369 -1.0596 -0.2248  -0.28
I -1.5226 0.8874 -3.1880  0.72
H -2.9544 -0.9460 0.8706  0.00
H -3.1399 -2.1176 -0.5697  0.02
H -4.1362 -0.6423 -0.5218  0.07
Sn -1.1916 -0.2714 -0.6796  0.80
P -0.2143 -2.6599 0.8556  0.90
C 0.2003 -3.8816 -0.4809  -0.20
C 1.0904 -2.7587 2.1530  -0.20
H 1.4964 -3.7504 2.4175  0.10
H -1.8502 -4.2516 1.9142  0.09
H 0.7064 -2.2983 3.0820  0.07
H -1.9970 -2.5554 2.4858  0.07
H 1.1193 -3.5427 -0.9893  0.05
H 1.9502 -2.1342 1.8452  0.04
C -1.8163 -3.1989 1.6102  -0.22
H 0.3686 -4.9023 -0.1020  0.09
H -2.6622 -3.0280 0.9263  0.02
H -0.5977 -3.9137 -1.2455  0.07
P -1.1572 2.4639 0.3821  0.83
C -1.1933 3.5017 -1.1536  -0.30
C -2.8753 2.6083 1.0639  -0.22
H -0.2965 3.0123 2.6068  0.07
H -0.1235 4.4747 1.6034  0.10
H 0.9784 3.0999 1.3876  0.04
C -0.0781 3.3684 1.5816  -0.20
H -2.8588 2.1584 2.0686  0.06
H -3.2399 3.6450 1.1419  0.09
H -1.4262 4.5595 -0.9756  0.09
H -1.9276 3.0915 -1.8765  -0.05
H -3.5766 2.0306 0.4408  0.05
H -0.2143 3.4237 -1.6452  0.03
C 0.9603 -0.3227 -4.1051  -0.18
O 1.0989 -0.1056 -5.2139  0.05
C 4.2695 0.7690 -0.7909  0.01
C 3.3446 1.8170 -0.8150  0.02
C 1.9599 1.5328 -0.7085  -0.11
C 1.5045 0.2358 -0.5936  -0.06
C 2.4302 -0.8017 -0.4884  -0.10
C 3.8214 -0.5339 -0.5883  0.01
H 5.3185 0.9679 -0.9354  0.14
H 3.6717 2.8538 -0.9490  0.15
H 1.2614 2.3820 -0.7277  0.06
H 2.1114 -1.8339 -0.3311  0.06
H 4.5244 -1.3738 -0.5379  0.15

Cartesian forces, eV/Å:
-0.5 -0.3 0.8
-0.3 -0.9 0.6
-1.0 -0.6 -0.6
0.2 0.8 0.3
1.4 0.4 -0.1
0.3 1.3 -0.6
-0.4 -2.1 0.0
0.0 0.8 -0.4
0.3 1.4 0.2
-0.6 0.0 -0.6
0.5 0.1 -0.1
0.0 -0.2 -0.4
0.1 -0.3 -0.1
-0.3 -0.3 0.2
-0.3 -0.3 0.1
-0.2 0.9 -0.1
-0.1 0.4 0.3
0.6 -0.4 0.4
0.2 0.0 0.4
-1.6 1.9 0.0
0.1 -0.8 -0.5
0.3 -0.9 0.1
0.0 0.1 -0.5
-0.5 -0.5 -0.6
-0.5 0.2 0.1
0.9 -1.0 0.5
-0.1 0.2 -0.2
0.5 -0.2 -0.2
0.1 -0.3 0.5
0.4 0.5 0.8
0.2 0.3 0.1
-0.2 0.2 0.0
1.0 0.0 -2.3
-0.2 -0.4 2.0
-0.9 0.0 0.1
-0.2 -0.8 -0.2
-1.7 1.3 0.2
3.9 0.3 -0.3
-1.1 -1.2 0.4
-0.7 0.2 -0.4
0.2 0.1 0.2
-0.3 -0.4 0.0
0.6 -0.4 -0.1
0.4 0.4 -0.1
-0.4 0.2 0.0

Charge = +3
Highest occupied orbital energy (spin up / spin down) = -18.408 / -18.509 eV
LUMO level (spin up / spin down) = -14.45 / -14.45 eV

=====

The highest charge belongs to which entry?
C14H26IOP2Sn